1.
The following is a DFT calculation (wB97M-V/def2-TZVPD) of a structure of composition C17H8BF4N5O3PdS3 at a distorted geometry.

Output
LUMO   0.12781 Eh
DFT total energy   -2899.32926 a.u.
Frontier orbital gap   7.13 eV
E_HOMO   -3.66 eV
Relative energy (zero: lowest compared OMol25 entry of this formula, charge and spin)   9.43 kcal/mol
Total charge   -2

Each line ends with the Löwdin charge.
Positions of all 42 atoms, in Å:
Pd 0.335 0.276 -0.095  0.474
S -0.714 -1.496 0.918  0.620
C 0.575 -2.624 1.236  -0.703
C 0.263 -3.925 1.627  -0.072
C 1.252 -4.856 1.914  -0.207
C 0.884 -6.191 2.301  -0.193
N 0.567 -7.252 2.611  0.140
C 2.600 -4.472 1.810  -0.207
C 2.907 -3.176 1.430  -0.074
C 1.913 -2.240 1.134  -0.717
S 2.369 -0.629 0.662  0.616
C 3.652 -5.412 2.088  -0.192
N 4.495 -6.161 2.315  0.140
H -0.779 -4.215 1.699  0.113
H 3.944 -2.875 1.350  0.111
F -0.247 3.225 -1.872  0.120
B 0.859 2.985 -1.063  -1.247
F 1.754 4.041 -1.069  0.128
F 1.509 1.765 -1.506  -0.003
F 0.436 2.690 0.268  0.028
O -7.944 2.879 -2.718  -0.373
S -8.193 2.521 -4.098  0.383
O -9.103 1.403 -4.285  -0.374
O -8.409 3.644 -4.992  -0.373
C -6.617 1.815 -4.693  -0.339
N -6.576 1.496 -5.992  0.115
C -5.451 0.951 -6.423  -0.130
C -4.363 0.712 -5.598  -0.010
C -4.502 1.077 -4.269  -0.217
N -5.629 1.629 -3.824  0.164
C -3.416 0.879 -3.262  -0.125
C -2.233 0.210 -3.560  0.001
C -1.276 0.052 -2.579  -0.115
N -1.435 0.523 -1.344  -0.069
C -2.557 1.182 -1.051  -0.094
C -3.571 1.371 -1.971  0.024
H -5.415 0.691 -7.477  0.102
H -3.459 0.269 -5.989  0.093
H -2.047 -0.205 -4.540  0.101
H -0.349 -0.466 -2.780  0.114
H -2.635 1.565 -0.044  0.124
H -4.483 1.892 -1.711  0.121



2.
The following is a DFT calculation (wB97M-V/def2-TZVPD) of the molecule C17H9ClF3N5O3 at a distorted geometry.

Output
LUMO   -0.08008 Eh
DFT total energy   -1912.38575 a.u.
Frontier orbital gap   7.43 eV
E_HOMO   -9.61 eV

Each line ends with the Löwdin charge.
Positions of all 38 atoms, in Å:
C -1.530 -1.286 -4.934  0.066
O 0.188 -1.257 0.517  0.086
O -3.348 1.840 3.262  0.100
F 4.863 2.239 -0.146  0.117
F 5.246 0.067 0.139  0.136
F 4.453 0.810 -1.780  0.165
Cl 1.414 -6.008 -2.354  0.670
N -3.057 0.231 4.796  0.099
N -2.335 -0.730 5.322  0.067
N 2.454 1.941 0.891  0.130
N -0.716 -1.758 -4.237  -0.015
O 2.722 -1.282 -0.846  0.058
C 0.845 -0.228 0.459  -0.338
C -2.607 0.966 3.714  -0.391
C 1.223 1.927 1.364  -0.076
C -1.106 -1.108 4.743  -0.101
C 2.194 -0.207 -0.135  -0.076
C 2.984 0.900 0.101  -0.047
C -0.464 -0.391 3.738  0.021
C 0.330 -3.709 -3.322  -0.036
C 2.070 -3.438 -1.635  -0.001
C 0.968 -1.486 -2.527  0.064
C 1.255 -4.271 -2.438  -0.629
C 0.184 -2.311 -3.363  -0.260
C 1.913 -2.034 -1.663  -0.243
N 0.310 0.893 1.113  0.035
C 4.415 0.982 -0.453  -0.510
C -1.123 0.881 3.202  -0.173
C -1.074 0.919 1.649  -0.068
H 0.937 2.779 1.961  0.134
H -0.671 -2.044 5.097  0.102
H 0.491 -0.764 3.335  0.117
H -0.317 -4.347 -3.901  0.114
H 2.770 -3.892 -0.896  0.135
H 0.824 -0.406 -2.585  0.138
H -0.596 1.768 3.556  0.146
H -1.619 0.049 1.307  0.135
H -1.575 1.778 1.252  0.128



3.
The following is a DFT calculation (wB97M-V/def2-TZVPD) of a structure of composition C18H11F10N3OTi at a distorted geometry.

Output
LUMO (spin up / spin down)   -0.16143 / -0.15808 Eh
Multiplicity   2
DFT total energy   -2779.85803 a.u.
Frontier orbital gap (spin up / spin down)   7.18 / 7.53 eV
<S²>   0.75
E_HOMO (spin up / spin down)   -11.58 / -11.83 eV
Relative energy (zero: lowest compared OMol25 entry of this formula, charge and spin)   22.06 kcal/mol
Total charge   +1

Each line ends with the Mulliken spin population.
Positions of all 44 atoms, in Å:
Ti 0.037 -0.862 -0.516  0.910
C 2.170 -2.055 -1.858  0.000
N 2.080 -1.128 -0.704  -0.011
C 2.718 0.206 -0.967  0.002
C 1.835 1.331 -0.412  0.017
N 0.451 0.959 -0.731  -0.043
C -0.341 1.741 -1.584  0.023
C -0.849 1.138 -2.723  -0.010
F -0.465 -0.158 -2.947  0.001
C -1.699 1.753 -3.612  -0.004
F -2.162 1.116 -4.678  0.000
C -2.047 3.068 -3.366  -0.001
F -2.863 3.701 -4.193  0.000
C -1.542 3.722 -2.253  0.000
F -1.885 4.980 -2.028  0.000
C -0.701 3.063 -1.375  0.000
F -0.240 3.706 -0.304  0.000
C 2.558 -1.769 0.564  0.008
C 1.807 -1.159 1.740  0.007
N 0.400 -1.132 1.310  -0.004
C -0.643 -1.068 2.254  -0.004
C -1.786 -1.840 2.053  0.000
F -1.845 -2.643 0.967  0.002
C -2.871 -1.821 2.899  0.003
F -3.941 -2.565 2.648  0.000
C -2.828 -1.016 4.021  0.007
F -3.861 -0.971 4.848  0.001
C -1.707 -0.248 4.266  0.000
F -1.666 0.535 5.336  0.000
C -0.639 -0.274 3.388  -0.014
F 0.417 0.506 3.642  0.000
H 3.197 -2.348 -2.078  0.004
H 1.760 -1.579 -2.748  0.000
H 1.610 -2.965 -1.639  -0.004
H 2.787 0.333 -2.045  -0.001
H 3.728 0.233 -0.555  0.000
H 2.114 2.271 -0.883  0.001
H 1.964 1.457 0.659  -0.004
H 3.640 -1.674 0.659  0.001
H 2.306 -2.826 0.519  -0.002
H 2.194 -0.176 2.001  -0.002
H 1.928 -1.792 2.619  -0.002
O -3.081 -0.954 -1.284  0.057
C -2.041 -0.797 -0.906  0.060



Q: Which value of DFT total energy does entry 3 give?
A: -2779.85803 a.u.